# C3H13NO3

A 3-piece molecular cluster, C3H13NO3 overall at a distorted geometry (wB97M-V/def2-TZVPD, OMol25).

The value obtained for the total energy is -10942.89742 eV. As for the lowest unoccupied orbital energy (alpha / beta): -3.84 / -9.81 eV. Its HOMO energy (alpha / beta) is -13.75 / -13.75 eV. As for the charge: +1. The spin multiplicity is 2. As for the energy above the lowest of the compared OMol25 structures with the same formula, charge and spin: 90.1 kcal per mole.

Element x y z (Å)
C: 0.223 -0.050 -0.549
O: -0.050 -0.591 -1.852
C: 1.633 0.682 -0.570
C: 1.641 1.637 0.770
N: 2.813 -0.172 -0.762
H: -0.546 0.743 -0.596
H: -0.029 -0.906 0.148
H: 0.728 -1.216 -2.137
H: 1.716 1.382 -1.484
H: 2.696 1.974 0.887
H: 1.448 1.030 1.782
H: 0.984 2.402 0.677
H: 3.101 -0.367 0.203
H: 2.534 -1.085 -1.125
H: -3.388 -1.241 2.118
H: -2.928 -0.230 3.164
O: -3.633 -0.881 3.026
H: -2.306 -0.798 -1.741
H: -3.791 -1.021 -0.900
O: -2.844 -1.294 -1.060